16
Properties=species:S:1:pos:R:3:forces:R:3 method="wB97M-V/def2-TZVPD" total_charge=0 e_tot_ev=-9879.710 homo_ev=-9.56 gap_ev=10.25 smiles="C[C@@H](O)CC(N)=O"
C -1.999058 -0.346633 -0.544918 -0.025 -0.027 0.015
C -0.577610 0.187660 -0.425997 -0.007 -0.233 -0.105
O -0.557492 1.379817 0.362864 -0.242 0.201 0.023
C 0.334627 -0.821501 0.266281 -0.022 -0.090 -0.033
C 1.826215 -0.498571 0.279013 0.039 -0.046 0.047
O 2.666216 -1.356510 0.062080 -0.222 0.252 0.046
N 2.143853 0.785274 0.590825 0.081 -0.019 -0.057
H -2.388767 -0.606504 0.445779 0.057 0.034 -0.131
H -2.031786 -1.239748 -1.176912 0.031 0.131 0.084
H -2.664500 0.402468 -0.993289 0.121 -0.102 0.052
H -0.184322 0.408893 -1.431487 -0.049 -0.003 0.167
H -1.345989 1.898306 0.164244 0.162 -0.024 -0.012
H -0.006259 -0.917418 1.305835 0.077 -0.011 -0.121
H 0.240186 -1.799956 -0.210554 0.010 0.122 0.046
H 3.119683 1.037849 0.603834 -0.135 -0.032 -0.013
H 1.425005 1.486581 0.702406 0.125 -0.154 -0.008